i | This record from OMol25 describes a 5-piece molecular cluster, CH10O5 overall. The level of theory is the ωB97M-V functional and the def2-TZVPD basis.

Each line ends with the Mulliken charge.
Atoms and positions in Å:
C  -1.437  -1.997  0.594  0.00
O  -0.454  -2.384  1.165  -0.46
H  -2.467  -2.030  0.992  0.25
H  -1.354  -1.521  -0.391  0.19
O  1.915  -0.679  -0.277  -0.66
H  1.343  -1.277  0.217  0.35
H  2.840  -0.930  -0.439  0.28
O  1.962  2.021  1.303  -0.68
H  1.896  1.142  0.945  0.32
H  2.401  2.505  0.601  0.34
O  -2.527  0.381  -0.523  -0.64
H  -3.203  0.397  -1.206  0.30
H  -1.861  1.033  -0.829  0.35
O  0.117  1.374  -0.977  -0.68
H  0.318  1.468  -0.029  0.35
H  0.513  0.497  -1.145  0.37

Summary:
* HOMO level: -10.215 eV
* M: 102.1 Da
* total charge: 0
* SMILES: C=O.O.O.O.O
* frontier orbital gap: 10.660 eV

ii | This record from OMol25 describes a 5-piece molecular cluster, CH10O5 overall. The level of theory is the ωB97M-V functional and the def2-TZVPD basis.

Each line ends with the Mulliken charge.
Atoms and positions in Å:
C  -0.859  -2.916  -1.662  0.00
O  -1.619  -2.006  -1.432  -0.39
H  -1.126  -3.956  -1.420  0.25
H  0.148  -2.663  -2.018  0.15
O  1.690  -1.052  -0.222  -0.63
H  1.315  -0.481  -0.893  0.32
H  2.344  -1.688  -0.492  0.31
O  -0.572  -2.043  4.028  -0.64
H  0.140  -2.683  3.940  0.31
H  -0.575  -1.422  3.285  0.33
O  -1.501  0.873  2.572  -0.65
H  -0.944  1.418  1.972  0.32
H  -2.023  0.327  1.979  0.33
O  0.996  6.281  -3.448  -0.64
H  1.834  5.888  -3.668  0.32
H  0.754  6.123  -2.522  0.32

Summary:
* HOMO level: -10.498 eV
* M: 102.1 Da
* total charge: 0
* SMILES: C=O.O.O.O.O
* frontier orbital gap: 10.794 eV

It turns out i is the most stable, with the second structure 17.8 kcal/mol higher.